(1)
190
Properties=species:S:1:pos:R:3 method="wB97M-V/def2-TZVPD" homo_lumo_gap_ev=9.267 homo_ev=-9.247
Mg -0.152 2.615 -1.706
N -0.030 1.010 -0.473
S -0.783 -0.610 -0.555
O -1.369 -0.941 0.706
O -0.031 -1.601 -1.232
F -1.855 -0.326 -1.506
S 1.126 0.985 0.690
O 2.157 0.027 0.458
O 0.587 1.082 1.995
F 1.731 2.273 0.400
N 1.196 3.884 -2.561
S 0.399 5.153 -3.255
O 0.420 5.065 -4.687
O 0.750 6.401 -2.627
F -1.024 4.899 -2.872
S 2.715 3.392 -2.848
O 3.692 3.901 -1.935
O 3.106 3.332 -4.200
F 2.454 1.990 -2.351
C -1.769 5.001 1.601
C -0.984 3.754 1.144
O -0.454 3.917 -0.167
H -1.094 5.849 1.475
H -2.033 4.836 2.638
H -2.665 5.123 0.998
H -1.600 2.861 1.094
H -0.167 3.545 1.861
H 0.222 4.671 -0.173
C 4.433 -0.929 -2.354
C 3.757 -2.236 -1.950
O 4.078 -3.179 -2.984
H 5.506 -1.153 -2.381
H 4.175 -0.249 -1.544
H 3.996 -0.482 -3.249
H 2.672 -2.086 -1.857
H 4.106 -2.586 -0.976
H 4.080 -2.668 -3.797
C 1.356 -2.691 2.220
C 2.351 -3.811 2.451
O 1.574 -4.928 2.867
H 1.883 -1.761 1.985
H 0.787 -2.503 3.118
H 0.715 -2.943 1.378
H 2.989 -3.581 3.296
H 2.908 -4.098 1.558
H 1.104 -5.313 2.112
C 2.749 6.728 1.550
C 2.648 5.423 0.809
O 1.591 5.525 -0.139
H 3.589 6.800 2.236
H 1.867 6.907 2.146
H 2.872 7.582 0.853
H 2.362 4.538 1.390
H 3.559 5.101 0.327
H 1.971 6.013 -0.893
C -4.286 -0.066 -4.008
C -3.659 0.448 -5.282
O -2.655 1.372 -4.946
H -5.224 -0.571 -4.194
H -4.339 0.683 -3.230
H -3.589 -0.815 -3.598
H -4.399 0.954 -5.885
H -3.260 -0.339 -5.916
H -2.270 1.745 -5.743
C 5.408 2.293 0.910
C 6.632 1.590 0.297
O 7.455 2.613 -0.238
H 4.590 1.570 1.045
H 4.965 3.032 0.230
H 5.625 2.706 1.894
H 6.388 1.051 -0.600
H 7.186 0.953 1.048
H 7.658 3.172 0.524
C 5.222 -1.460 1.976
C 4.610 -0.539 3.037
O 5.118 -0.953 4.321
H 4.938 -2.504 2.201
H 6.331 -1.414 1.960
H 4.913 -1.118 1.005
H 3.510 -0.583 2.981
H 4.823 0.514 2.921
H 4.727 -0.378 4.991
C -2.060 -2.760 -4.701
C -1.991 -3.391 -3.314
O -2.133 -4.792 -3.376
H -3.036 -2.988 -5.133
H -1.290 -3.155 -5.343
H -1.886 -1.678 -4.624
H -2.829 -3.070 -2.688
H -1.053 -3.080 -2.902
H -1.330 -5.226 -3.681
C 3.015 3.218 3.930
C 3.172 2.868 5.378
O 2.870 1.485 5.628
H 3.697 2.618 3.331
H 3.420 4.230 3.759
H 2.012 3.118 3.519
H 2.526 3.468 5.979
H 4.159 3.003 5.810
H 1.907 1.407 5.764
C -4.995 0.261 -0.330
C -4.319 0.798 0.949
O -3.756 2.079 0.744
H -5.557 -0.653 -0.106
H -4.341 0.140 -1.182
H -5.770 0.959 -0.699
H -3.503 0.193 1.336
H -5.036 0.829 1.769
H -3.329 2.322 1.583
C -2.912 -0.746 3.972
C -1.565 -1.117 4.519
O -1.529 -0.866 5.924
H -2.998 -1.130 2.965
H -3.083 0.343 3.968
H -3.730 -1.259 4.491
H -0.831 -0.513 3.979
H -1.418 -2.139 4.221
H -0.830 -1.435 6.291
C 2.253 -1.804 5.701
C 1.478 -3.076 6.028
O 0.292 -2.704 6.692
H 1.586 -1.111 5.192
H 3.075 -2.012 5.019
H 2.600 -1.296 6.616
H 2.022 -3.667 6.738
H 1.300 -3.692 5.124
H 0.044 -3.400 7.303
C 0.876 -5.458 -1.469
C -0.131 -6.199 -0.600
O -0.180 -5.411 0.600
H 0.435 -4.478 -1.662
H 0.988 -5.981 -2.427
H 1.820 -5.351 -0.930
H 0.232 -7.224 -0.418
H -1.142 -6.269 -1.030
H -1.061 -5.567 1.016
C -0.756 4.015 5.118
C -1.208 2.533 5.151
O -0.163 1.736 5.708
H -0.102 4.265 4.264
H -0.314 4.286 6.083
H -1.628 4.686 4.972
H -1.507 2.168 4.187
H -2.048 2.492 5.808
H -0.662 0.909 5.890
C -6.243 -3.443 -2.742
C -7.751 -3.370 -2.794
O -8.279 -3.128 -1.492
H -5.949 -4.329 -2.164
H -5.786 -2.594 -2.248
H -5.881 -3.536 -3.760
H -8.123 -4.298 -3.265
H -8.070 -2.490 -3.345
H -9.221 -3.132 -1.580
C 0.806 1.200 -5.483
C 0.289 0.704 -4.181
O -0.545 1.656 -3.483
H 1.481 0.404 -5.875
H 1.336 2.149 -5.374
H -0.019 1.275 -6.176
H 1.114 0.481 -3.523
H -0.309 -0.208 -4.240
H -1.483 1.501 -3.772
C -3.944 4.842 -1.800
C -3.585 3.532 -2.462
O -2.558 2.772 -1.732
H -4.897 5.045 -2.286
H -3.257 5.671 -1.968
H -4.109 4.731 -0.738
H -3.197 3.587 -3.504
H -4.472 2.880 -2.543
H -2.982 2.471 -0.876
C 1.426 -3.451 -5.158
C 2.426 -3.052 -6.208
O 3.288 -2.044 -5.637
H 1.886 -3.986 -4.347
H 0.658 -4.129 -5.524
H 0.933 -2.571 -4.769
H 1.894 -2.574 -7.050
H 2.960 -3.946 -6.546
H 4.010 -1.917 -6.234
C -3.407 -3.859 0.177
C -3.054 -3.851 1.684
O -2.847 -5.135 2.219
H -4.279 -4.466 -0.063
H -2.569 -4.165 -0.441
H -3.682 -2.826 -0.076
H -3.820 -3.309 2.233
H -2.162 -3.284 1.866
H -2.442 -4.998 3.084

(2)
69
Properties=species:S:1:pos:R:3 method="wB97M-V/def2-TZVPD" charge=+1 multiplicity=5 homo_lumo_gap_ev="4.266 / 3.129" homo_ev="-8.024 / -10.724" e_above_lowest_ev=6.160
Pd 0.095 0.233 -1.020
C -0.735 6.705 -0.903
C -2.070 6.346 -1.044
C -2.528 5.069 -1.102
C -1.463 4.124 -0.987
C -1.643 2.618 -1.029
N -0.245 2.205 -0.927
C 0.595 3.078 -0.874
N 1.891 3.151 -1.075
C 2.680 2.007 -0.929
C 4.011 1.808 -0.774
C 4.970 2.797 -0.819
C 6.260 2.341 -0.632
C 6.565 1.041 -0.514
C 5.562 0.005 -0.470
C 4.315 0.462 -0.579
C 3.006 -0.214 -0.795
N 2.911 -1.563 -0.902
C 1.792 -2.222 -0.938
N 0.502 -1.733 -0.951
C -0.337 -2.787 -0.905
N -1.713 -2.752 -0.893
C -2.215 -1.521 -0.786
N -1.784 -0.278 -0.952
C -2.950 0.533 -0.943
N -2.759 1.970 -1.200
C -4.128 -0.064 -0.946
C -5.420 0.354 -1.157
C -6.392 -0.653 -1.123
C -6.127 -1.967 -1.110
C -4.833 -2.407 -0.890
C -3.786 -1.441 -0.869
C 0.404 -4.011 -0.981
C -0.020 -5.351 -0.912
C 0.926 -6.327 -0.887
C 2.290 -5.997 -0.835
C 2.786 -4.666 -1.008
C 1.728 -3.721 -1.012
N 2.094 0.653 -1.000
C -0.180 4.435 -0.726
C 0.234 5.682 -0.803
H -0.498 7.745 -0.988
H -2.703 7.193 -1.340
H -3.528 4.668 -1.403
H 4.657 3.866 -1.021
H 6.961 3.119 -0.860
H 7.663 0.768 -0.564
H 5.744 -1.044 -0.330
H -5.707 1.387 -1.433
H -7.399 -0.311 -1.290
H -6.659 -2.933 -1.375
H -4.543 -3.458 -0.819
H -1.111 -5.558 -0.927
H 0.862 -7.403 -0.940
H 2.851 -6.923 -0.685
H 3.825 -4.356 -1.009
H 1.307 5.750 -0.737
S -3.236 -0.493 2.999
C -1.747 -0.740 3.825
C -1.250 0.295 4.716
C -0.052 0.041 5.318
C 0.760 -1.082 5.159
C 0.281 -2.037 4.257
C -0.929 -1.872 3.577
H -1.792 1.237 4.693
H 0.438 0.838 5.897
H 1.754 -1.081 5.537
H 0.962 -2.866 4.008
H -1.200 -2.692 2.933

(3)
83
Properties=species:S:1:pos:R:3 method="wB97M-V/def2-TZVPD" charge=-2 multiplicity=2 homo_lumo_gap_ev="6.511 / 5.641" homo_ev="-3.001 / -3.124"
Tl -1.327 0.026 0.181
O 3.310 1.376 1.599
C 3.504 2.203 0.564
C 4.806 2.592 0.241
C 5.046 3.412 -0.842
C 3.994 3.857 -1.630
C 2.701 3.500 -1.307
C 2.435 2.689 -0.210
C 1.049 2.324 0.146
O 0.816 1.538 1.094
N 0.116 2.953 -0.574
N -1.121 2.592 -0.396
C -2.153 3.187 -0.859
C -3.474 2.655 -0.596
C -4.585 3.129 -1.303
C -5.828 2.591 -1.033
C -5.937 1.610 -0.057
C -4.781 1.197 0.585
N -3.592 1.705 0.334
H 2.322 1.202 1.617
H 5.615 2.227 0.856
H 6.059 3.703 -1.083
H 4.188 4.480 -2.492
H 1.866 3.835 -1.900
H -2.075 4.086 -1.471
H -4.452 3.869 -2.079
H -6.696 2.912 -1.590
H -6.884 1.155 0.180
H -4.813 0.422 1.339
N 8.666 -3.894 -1.324
C 7.620 -3.439 -1.181
C 6.325 -2.908 -1.018
C 5.222 -3.764 -1.082
C 3.954 -3.251 -0.913
C 3.752 -1.886 -0.696
C 4.857 -1.038 -0.657
C 6.133 -1.541 -0.805
C 2.375 -1.380 -0.493
C 1.781 -1.808 0.701
C 2.452 -2.546 1.721
C 1.520 -2.818 2.691
C 0.318 -2.239 2.237
N 0.474 -1.635 1.076
C 1.837 -0.604 -1.513
C 2.514 -0.231 -2.722
C 1.623 0.493 -3.461
C 0.427 0.536 -2.699
N 0.556 -0.100 -1.559
H 5.374 -4.822 -1.250
H 3.097 -3.906 -0.952
H 4.706 0.018 -0.497
H 6.991 -0.887 -0.744
H 3.495 -2.805 1.734
H 1.655 -3.370 3.606
H -0.643 -2.272 2.721
H 3.528 -0.478 -2.976
H 1.771 0.948 -4.423
H -0.501 1.005 -2.980
Br -0.971 2.853 3.191
C -1.509 1.153 3.791
C -1.292 0.808 5.119
C -1.828 -0.391 5.553
C -2.518 -1.192 4.650
C -2.630 -0.762 3.337
N -2.141 0.398 2.926
H -0.758 1.476 5.776
H -1.728 -0.689 6.589
H -2.954 -2.130 4.961
H -3.132 -1.352 2.583
N -2.974 -1.917 -0.356
C -3.769 -2.590 0.151
C -4.731 -3.349 0.777
C -4.682 -4.734 0.850
N -4.692 -5.884 0.966
C -5.808 -2.717 1.386
N -6.684 -2.216 1.950
F -2.865 0.353 -2.289
As -3.869 0.091 -3.695
F -3.890 1.858 -3.962
F -2.443 -0.018 -4.724
F -4.886 -0.065 -5.157
F -3.893 -1.632 -3.490
F -5.339 0.242 -2.742

(4)
79
Properties=species:S:1:pos:R:3 method="wB97M-V/def2-TZVPD" charge=-2 multiplicity=3 homo_lumo_gap_ev="5.168 / 5.164" homo_ev="-1.184 / -1.179" e_above_lowest_ev=0.000
V -1.694 -0.817 -0.487
C 3.948 1.241 1.771
C 4.473 0.014 1.266
C 3.647 -0.942 0.739
C 2.256 -0.708 0.686
C 1.167 -1.431 0.161
N 1.188 -2.552 -0.687
C 0.300 -2.590 -1.622
C 0.303 -3.457 -2.835
C 0.939 -4.651 -3.108
C 0.754 -5.222 -4.365
C -0.033 -4.591 -5.325
C -0.650 -3.372 -5.057
C -0.483 -2.820 -3.802
C -0.927 -1.531 -3.205
N -1.134 -0.430 -3.816
C -0.973 0.785 -3.133
N -0.908 1.041 -1.800
C -0.429 2.344 -1.673
N -0.428 3.172 -0.570
C -0.644 2.805 0.632
N -0.678 1.456 1.093
C -1.978 1.250 1.538
N -2.588 0.170 1.238
C 0.354 0.508 0.903
N 0.067 -0.670 0.340
C 1.728 0.547 1.176
C 2.606 1.507 1.733
C -2.435 2.561 2.061
C -3.521 2.921 2.835
C -3.710 4.272 3.107
C -2.847 5.231 2.582
C -1.775 4.871 1.774
C -1.559 3.525 1.540
C -0.224 2.907 -2.952
C 0.222 4.170 -3.392
C 0.313 4.398 -4.741
C -0.026 3.391 -5.686
C -0.467 2.159 -5.270
C -0.581 1.918 -3.890
N -0.674 -1.639 -1.852
H 4.631 1.978 2.179
H 5.544 -0.153 1.297
H 4.049 -1.869 0.346
H 1.557 -5.126 -2.356
H 1.227 -6.168 -4.600
H -0.170 -5.059 -6.293
H -1.252 -2.865 -5.800
H 2.217 2.456 2.087
H -4.199 2.172 3.222
H -4.542 4.580 3.729
H -3.022 6.279 2.798
H -1.122 5.615 1.336
H 0.487 4.934 -2.671
H 0.657 5.362 -5.101
H 0.063 3.605 -6.745
H -0.734 1.384 -5.978
S -3.912 -0.679 -1.665
As -4.382 -1.835 0.091
S -4.176 -0.232 1.744
S -2.543 -2.923 0.417
S -6.234 -2.757 0.358
C 3.417 -0.619 4.612
C 2.101 -1.168 4.176
C 1.909 -2.361 3.562
C 0.575 -2.705 3.211
N -0.470 -1.994 3.559
C -0.291 -0.818 4.219
S -1.540 0.145 4.747
N 1.008 -0.415 4.438
C 0.330 -3.929 2.386
H 4.228 -1.238 4.237
H 3.462 -0.586 5.703
H 3.547 0.392 4.222
H 2.745 -2.991 3.299
H 1.108 0.509 4.831
H 0.939 -4.765 2.739
H 0.617 -3.714 1.352
H -0.726 -4.181 2.405

(5)
76
Properties=species:S:1:pos:R:3 method="wB97M-V/def2-TZVPD" charge=-2 homo_lumo_gap_ev=4.260 homo_ev=-0.584 e_above_lowest_ev=1.021
Tl 0.361 0.652 0.970
O 0.337 -1.889 1.572
N 0.621 -2.872 0.714
C 1.582 -3.749 1.110
C 1.530 -5.131 0.802
C 1.041 -5.747 -0.319
C 0.832 -5.051 -1.564
C 0.621 -3.712 -1.564
S 1.182 -2.630 -2.831
H 2.155 -3.385 1.950
H 1.960 -5.772 1.572
H 1.077 -6.834 -0.338
H 1.129 -5.555 -2.483
S -0.015 -0.253 -7.132
N 1.278 -0.099 -6.167
C 0.818 0.097 -4.947
C 1.626 0.291 -3.759
C 3.014 0.283 -3.784
C 3.703 0.444 -2.601
C 2.971 0.612 -1.432
N 1.650 0.618 -1.395
C 0.972 0.434 -2.529
C -0.503 0.430 -2.452
N -1.064 0.549 -1.247
C -2.382 0.633 -1.155
C -3.227 0.606 -2.258
C -2.666 0.433 -3.504
C -1.283 0.338 -3.610
C -0.607 0.124 -4.874
N -1.197 -0.052 -6.040
H 3.523 0.132 -4.727
H 4.784 0.431 -2.569
H 3.476 0.747 -0.481
H -2.785 0.716 -0.151
H -4.296 0.681 -2.125
H -3.272 0.355 -4.396
C -0.094 -3.117 -0.392
Ge -2.027 -3.194 -0.301
C -2.907 -2.309 1.241
C -4.113 -1.613 1.152
C -4.749 -1.094 2.276
C -4.192 -1.273 3.531
C -2.991 -1.960 3.645
C -2.356 -2.462 2.518
C -2.443 -5.124 -0.039
C -2.697 -5.964 -1.122
C -2.801 -7.340 -0.959
C -2.665 -7.905 0.300
C -2.432 -7.082 1.395
C -2.318 -5.711 1.221
C -2.942 -2.859 -2.031
C -2.187 -3.002 -3.200
C -2.762 -2.852 -4.457
C -4.118 -2.588 -4.585
C -4.894 -2.485 -3.439
C -4.308 -2.617 -2.186
H -4.574 -1.436 0.192
H -5.677 -0.546 2.162
H -4.679 -0.867 4.411
H -2.530 -2.091 4.617
H -1.386 -2.928 2.625
H -2.803 -5.542 -2.116
H -2.979 -7.972 -1.822
H -2.735 -8.979 0.429
H -2.318 -7.512 2.384
H -2.117 -5.090 2.087
H -1.120 -3.185 -3.145
H -2.133 -2.933 -5.336
H -4.567 -2.469 -5.565
H -5.960 -2.297 -3.515
H -4.961 -2.554 -1.327
N 2.399 7.100 0.266
C 1.493 6.411 0.018
N 0.426 5.734 -0.328
C 0.167 4.550 0.147
N -0.171 3.502 0.535

Electronic energy (computed, eV): -159172.216, -65970.819, -210675.500, -195405.851, -136658.751